# 1
The following is a DFT calculation (the ωB97M-V functional and the def2-TZVPD basis) of a single C24H26FN3O6 molecule.

charge: 0
highest occupied orbital energy: -0.3160 Ha
Kohn-Sham gap: 9.14 eV
ΔE to the lowest compared entry with this formula, charge and spin: 0.108 eV

Element x y z (Å)
C1 -9.486 -1.107 -0.960
C2 -8.914 -0.782 0.413
O1 -7.549 -0.377 0.328
C3 -6.631 -1.355 0.275
O2 -6.906 -2.531 0.320
C4 -5.253 -0.829 0.167
C5 -4.979 0.536 0.110
C6 -3.679 0.988 0.007
C7 -2.627 0.075 -0.042
N1 -1.290 0.452 -0.151
C8 -0.759 1.698 -0.175
O3 -1.381 2.735 -0.102
C9 0.766 1.702 -0.307
C10 1.474 0.972 0.850
C11 1.741 -0.486 0.496
O4 0.912 -1.295 0.137
N2 3.076 -0.686 0.612
C12 3.743 -1.910 0.367
C13 4.993 -1.904 -0.241
C14 5.650 -3.097 -0.477
C15 5.039 -4.282 -0.110
F1 5.674 -5.447 -0.345
C16 3.793 -4.306 0.491
C17 3.145 -3.110 0.736
C18 3.741 0.501 1.024
O5 4.917 0.587 1.261
N3 2.797 1.454 1.150
C19 3.122 2.785 1.607
C20 3.493 3.765 0.485
C21 4.537 3.195 -0.470
O6 3.938 2.194 -1.270
C22 4.841 1.613 -2.173
C23 -2.899 -1.294 0.014
C24 -4.197 -1.740 0.117
H1 -9.372 -0.256 -1.626
H2 -8.963 -1.961 -1.384
H3 -10.540 -1.350 -0.868
H4 -8.985 -1.656 1.068
H5 -9.434 0.066 0.865
H6 -5.793 1.241 0.148
H7 -3.470 2.044 -0.036
H8 -0.636 -0.332 -0.181
H9 1.075 2.745 -0.312
H10 1.058 1.261 -1.261
H11 0.842 1.030 1.750
H12 5.454 -0.970 -0.515
H13 6.623 -3.115 -0.942
H14 3.346 -5.248 0.765
H15 2.175 -3.110 1.204
H16 2.272 3.172 2.173
H17 3.982 2.679 2.276
H18 2.615 4.047 -0.095
H19 3.896 4.666 0.948
H20 5.377 2.767 0.096
H21 4.926 3.997 -1.116
H22 5.213 2.352 -2.893
H23 4.300 0.831 -2.702
H24 5.700 1.178 -1.646
H25 -2.080 -1.998 -0.025
H26 -4.422 -2.794 0.161



# 2
The following is a DFT calculation (the ωB97M-V functional and the def2-TZVPD basis) of an isolated ion of composition C24H26FN4O2S2 and charge +1 at a distorted geometry.

charge: +1
highest occupied orbital energy: -0.3941 Ha
Kohn-Sham gap: 7.99 eV

Element x y z (Å)
C1 -0.146 -0.203 -4.010
C2 -1.241 -0.072 -2.967
N1 -1.552 1.340 -2.638
C3 -2.102 2.120 -3.781
C4 -1.046 2.983 -4.454
C5 -2.393 1.437 -1.417
C6 -1.930 2.599 -0.537
N2 -0.751 2.231 0.235
C7 -0.857 1.706 1.491
S1 -2.467 1.330 2.099
C8 -2.031 -0.258 2.852
C9 -1.487 -1.188 1.767
O1 -1.324 -0.812 0.620
N3 -1.219 -2.419 2.238
C10 -0.722 -3.543 1.552
C11 -0.674 -4.749 2.248
C12 -0.202 -5.892 1.635
C13 0.225 -5.817 0.319
F1 0.684 -6.922 -0.286
C14 0.191 -4.627 -0.386
C15 -0.283 -3.487 0.234
N4 0.144 1.415 2.246
C16 1.385 1.637 1.767
C17 1.591 2.078 0.459
S2 3.265 2.206 0.029
C18 3.719 1.702 1.640
C19 5.015 1.574 2.119
C20 5.194 1.165 3.425
C21 4.103 0.883 4.249
C22 2.815 1.006 3.780
C23 2.610 1.420 2.462
C24 0.492 2.308 -0.399
O2 0.536 2.531 -1.617
H1 -0.475 0.123 -4.992
H2 0.732 0.368 -3.716
H3 0.142 -1.248 -4.090
H4 -0.912 -0.552 -2.043
H5 -2.159 -0.562 -3.302
H6 -0.622 1.826 -2.369
H7 -2.553 1.429 -4.496
H8 -2.892 2.772 -3.403
H9 -0.282 2.388 -4.943
H10 -1.521 3.606 -5.207
H11 -0.559 3.633 -3.732
H12 -2.296 0.517 -0.834
H13 -3.441 1.555 -1.694
H14 -1.671 3.472 -1.143
H15 -2.720 2.880 0.161
H16 -2.946 -0.652 3.293
H17 -1.282 -0.083 3.625
H18 -1.426 -2.594 3.213
H19 -1.010 -4.795 3.273
H20 -0.161 -6.833 2.160
H21 0.536 -4.603 -1.408
H22 -0.312 -2.554 -0.302
H23 5.857 1.795 1.482
H24 6.194 1.064 3.816
H25 4.277 0.569 5.267
H26 1.961 0.800 4.405



# 3
The following is a DFT calculation (the ωB97M-V functional and the def2-TZVPD basis) of C24H26IrN4S2Si as an isolated structure at a distorted geometry.

⟨S²⟩: 8.80
charge: +2
highest occupied orbital energy (spin up / spin down): -0.3855 / -0.5154 Ha
Kohn-Sham gap (spin up / spin down): 3.48 / 4.11 eV
ΔE to the lowest compared entry with this formula, charge and spin: 1.892 eV
2S+1: 6

Element x y z (Å)
C1 1.057 1.908 1.634
C2 -0.042 2.210 0.778
C3 -1.266 2.002 1.489
H1 0.026 2.634 -0.226
C4 -0.917 1.598 2.828
C5 0.512 1.552 2.910
H2 1.111 1.303 3.786
H3 2.107 2.004 1.383
H4 -2.255 2.214 1.090
H5 -1.620 1.368 3.627
Ir1 -0.224 0.137 1.256
C6 -1.162 -1.801 -1.789
H6 -2.135 -1.659 -1.333
H7 -0.711 -2.717 -1.395
H8 -1.394 -1.977 -2.846
Si1 -0.095 -0.133 -1.357
C7 1.785 -0.083 -1.457
C8 2.510 1.107 -1.585
H9 1.991 2.066 -1.483
C9 3.882 1.034 -1.851
H10 4.435 1.970 -1.940
C10 4.522 -0.185 -1.997
H11 5.582 -0.235 -2.263
C11 3.813 -1.365 -1.785
H12 4.305 -2.331 -1.857
C12 2.447 -1.316 -1.510
H13 1.883 -2.241 -1.333
C13 -1.232 1.187 -2.001
C14 -0.818 2.067 -3.013
H14 0.223 2.043 -3.350
C15 -1.738 2.960 -3.569
H15 -1.413 3.637 -4.364
C16 -3.063 2.979 -3.125
H16 -3.788 3.653 -3.582
C17 -3.459 2.129 -2.092
H17 -4.492 2.159 -1.725
C18 -2.552 1.233 -1.535
H18 -2.862 0.568 -0.713
H19 -0.623 -0.922 -0.052
H20 0.076 -0.992 -2.475
N1 -3.640 -0.224 1.589
C19 -2.844 -1.209 2.049
N2 -1.494 -1.276 1.972
C20 -0.974 -2.464 2.490
C21 -1.946 -3.399 2.790
S1 -3.532 -2.753 2.552
C22 0.454 -2.497 2.470
C23 1.406 -3.451 2.773
S2 3.008 -2.864 2.536
C24 2.359 -1.317 1.992
N3 1.017 -1.327 1.954
N4 3.205 -0.364 1.569
H21 -4.652 -0.363 1.677
H22 -3.292 0.739 1.555
H23 -1.724 -4.417 3.117
H24 1.174 -4.453 3.135
H25 4.190 -0.556 1.593
H26 2.879 0.430 1.011



# 4
The following is a DFT calculation (the ωB97M-V functional and the def2-TZVPD basis) of C24H26N2O6PPt as an isolated structure at a distorted geometry.

charge: -1
highest occupied orbital energy: -0.2055 Ha
Kohn-Sham gap: 8.02 eV
ΔE to the lowest compared entry with this formula, charge and spin: 0.358 eV

Element x y z (Å)
Pt1 -0.769 0.714 -1.114
C1 -1.077 2.341 1.813
C2 -1.078 0.856 1.837
N1 -1.062 0.055 0.789
C3 -1.058 -1.254 1.259
C4 -1.058 -1.210 2.633
N2 -1.074 0.114 2.956
C5 -1.014 -2.183 3.798
O1 -1.046 -3.409 3.514
O2 -1.076 -1.640 4.906
C6 -1.068 -2.427 0.323
O3 -0.966 -3.617 0.861
O4 -1.138 -2.263 -0.876
H1 -1.434 2.676 0.841
H2 -0.067 2.730 1.959
H3 -1.721 2.738 2.598
H4 -1.081 0.400 3.925
H5 -0.888 -3.614 1.904
O5 0.772 1.418 -4.873
C7 0.579 1.050 -3.726
O6 -0.450 1.384 -3.012
C8 1.634 0.111 -3.090
P1 1.398 0.009 -1.283
C9 1.896 -1.630 -0.679
C10 1.791 -2.755 -1.495
C11 1.963 -4.025 -0.967
C12 2.225 -4.192 0.384
C13 2.316 -3.082 1.209
C14 2.149 -1.811 0.680
C15 2.676 1.149 -0.644
C16 3.989 0.785 -0.367
C17 4.907 1.735 0.062
C18 4.524 3.061 0.206
C19 3.217 3.435 -0.075
C20 2.296 2.483 -0.487
H6 2.623 0.480 -3.359
H7 1.513 -0.865 -3.556
H8 1.526 -2.653 -2.537
H9 1.856 -4.889 -1.611
H10 2.330 -5.186 0.799
H11 2.485 -3.203 2.271
H12 2.199 -0.953 1.340
H13 4.299 -0.247 -0.476
H14 5.923 1.435 0.284
H15 5.241 3.800 0.541
H16 2.912 4.468 0.031
H17 1.269 2.766 -0.696
C21 -4.226 -0.283 -0.663
C22 -3.782 1.136 -0.318
C23 -4.972 2.095 -0.380
C24 -2.658 1.594 -1.245
H18 -4.951 -0.667 0.060
H19 -3.374 -0.963 -0.703
H20 -4.699 -0.292 -1.650
H21 -3.423 1.132 0.719
H22 -5.344 2.166 -1.406
H23 -4.687 3.101 -0.061
H24 -5.796 1.756 0.255
H25 -2.494 2.675 -1.119
H26 -2.979 1.465 -2.286



# 5
The following is a DFT calculation (the ωB97M-V functional and the def2-TZVPD basis) of C24H26N2O6PPt as an isolated structure at a distorted geometry.

charge: -1
highest occupied orbital energy (spin up / spin down): -0.1572 / -0.1572 Ha
Kohn-Sham gap (spin up / spin down): 6.94 / 6.94 eV
ΔE to the lowest compared entry with this formula, charge and spin: 2.320 eV

Element x y z (Å)
Pt1 -0.324 -0.373 0.219
C1 -1.287 -1.584 4.077
C2 0.093 -1.298 3.593
N1 0.479 -1.107 2.345
C3 1.822 -0.912 2.365
C4 2.295 -1.003 3.634
N2 1.184 -1.247 4.404
C5 3.639 -0.866 4.239
O1 4.611 -0.631 3.396
O2 3.767 -0.968 5.445
C6 2.506 -0.705 1.071
O3 3.762 -0.664 1.074
O4 1.753 -0.650 0.056
H1 -1.950 -1.718 3.224
H2 -1.673 -0.759 4.681
H3 -1.291 -2.488 4.691
H4 1.227 -1.346 5.406
H5 4.252 -0.581 2.425
O5 -4.067 0.060 2.306
C7 -2.948 0.128 1.794
O6 -2.367 -0.798 1.112
C8 -2.134 1.421 2.022
P1 -1.479 2.013 0.406
C9 -2.845 3.160 -0.076
C10 -3.354 3.040 -1.368
C11 -4.416 3.832 -1.797
C12 -4.981 4.755 -0.930
C13 -4.486 4.882 0.363
C14 -3.430 4.089 0.788
C15 -0.174 3.238 0.916
C16 1.044 2.763 1.418
C17 2.033 3.624 1.871
C18 1.832 4.998 1.815
C19 0.654 5.491 1.277
C20 -0.336 4.622 0.828
H6 -1.269 1.180 2.646
H7 -2.762 2.146 2.530
H8 -2.912 2.308 -2.038
H9 -4.807 3.717 -2.801
H10 -5.810 5.373 -1.257
H11 -4.935 5.593 1.047
H12 -3.053 4.198 1.798
H13 1.217 1.703 1.422
H14 2.967 3.221 2.250
H15 2.595 5.678 2.178
H16 0.502 6.563 1.206
H17 -1.237 5.031 0.391
C21 0.050 -2.604 -2.036
C22 -0.551 -1.316 -2.606
C23 -0.087 -1.127 -4.053
C24 -0.168 -0.078 -1.795
H18 -0.158 -3.460 -2.687
H19 -0.361 -2.821 -1.050
H20 1.135 -2.498 -1.930
H21 -1.641 -1.412 -2.605
H22 1.005 -1.027 -4.084
H23 -0.519 -0.223 -4.493
H24 -0.372 -1.981 -4.674
H25 -0.753 0.783 -2.119
H26 0.892 0.148 -1.915



# 6
The following is a DFT calculation (the ωB97M-V functional and the def2-TZVPD basis) of C24H26N4O2PdSSi as an isolated structure at a distorted geometry.

charge: 0
highest occupied orbital energy (spin up / spin down): -0.2887 / -0.2878 Ha
Kohn-Sham gap (spin up / spin down): 7.18 / 7.20 eV
ΔE to the lowest compared entry with this formula, charge and spin: 0.632 eV

Element x y z (Å)
Pd1 0.147 0.068 0.178
C1 -2.731 -2.252 -0.755
C2 -1.442 -2.382 -1.509
C3 -1.183 -3.395 -2.411
C4 0.058 -3.410 -3.062
C5 1.010 -2.455 -2.792
C6 0.699 -1.461 -1.844
N1 -0.525 -1.436 -1.281
N2 1.497 -0.508 -1.320
Si1 2.690 0.592 -1.917
C7 4.297 0.354 -0.994
C8 2.058 2.336 -1.592
C9 2.978 0.314 -3.750
H1 -3.372 -3.119 -0.909
H2 -3.262 -1.356 -1.081
H3 -2.522 -2.137 0.310
H4 -1.925 -4.159 -2.602
H5 0.272 -4.197 -3.775
H6 1.986 -2.468 -3.261
H7 4.132 0.474 0.081
H8 5.043 1.090 -1.309
H9 4.712 -0.643 -1.165
H10 1.554 2.356 -0.625
H11 1.341 2.651 -2.354
H12 2.862 3.076 -1.555
H13 3.492 -0.636 -3.919
H14 3.602 1.108 -4.169
H15 2.036 0.292 -4.305
O1 1.672 0.292 1.939
S1 0.501 -0.012 2.782
O2 0.605 0.339 4.169
N3 -0.790 0.568 2.024
C10 -1.174 1.915 2.135
C11 -1.287 2.598 3.326
C12 -1.750 3.927 3.353
C13 -2.100 4.587 2.210
C14 -1.984 3.930 0.966
C15 -2.286 4.544 -0.270
C16 -2.136 3.844 -1.432
C17 -1.668 2.518 -1.369
N4 -1.369 1.920 -0.245
C18 -1.522 2.595 0.926
C19 0.182 -1.757 2.644
C20 -0.800 -2.291 3.466
C21 -1.153 -3.622 3.317
C22 -0.526 -4.401 2.352
C23 0.474 -3.862 1.554
C24 0.839 -2.532 1.700
H16 -1.009 2.095 4.241
H17 -1.833 4.429 4.309
H18 -2.458 5.609 2.240
H19 -2.629 5.572 -0.279
H20 -2.364 4.290 -2.391
H21 -1.537 1.936 -2.276
H22 -1.273 -1.656 4.205
H23 -1.920 -4.051 3.950
H24 -0.813 -5.437 2.225
H25 0.968 -4.474 0.809
H26 1.639 -2.109 1.108